The following is a quantum chemistry calculation of the molecule C5H4O2, from OMol25.

Summary:
* E_HOMO: -9.3 eV
* energy relative to the best compared isomer or geometry (same formula, charge and spin): 31.3 kcal/mol
* calculated total energy: -9342.8247 eV
* frontier orbital gap: 8.89 eV

XYZ file:
```
11
C5H4O2 (ωB97M-V/def2-TZVPD)
O -0.5582 2.0296 0.7793
C -0.2911 1.1476 0.0087
C -1.1550 -0.0698 -0.3942
C -0.1446 -1.1744 -0.0765
C 1.0770 -0.6883 0.2403
C 1.1726 0.7279 -0.1945
O 2.1409 1.4339 -0.3440
H -1.9937 -0.1558 0.3123
H -1.5547 -0.0041 -1.4115
H -0.4545 -2.2098 0.0939
H 1.7612 -1.0368 0.9863
```

Results of the Löwdin charge analysis, in e, for atoms 1 through 5: number 1, O, carries 0.1445; number 2, C, carries -0.3144; number 3, C, carries -0.0809; number 4, C, carries -0.0267; number 5, C, carries 0.0035

=====

The following is a quantum chemistry calculation of the molecule C4H5BS, from OMol25.

Summary:
* E_HOMO: -9.1 eV
* energy relative to the best compared isomer or geometry (same formula, charge and spin): 4.8 kcal/mol
* calculated total energy: -15738.4095 eV
* frontier orbital gap: 8.97 eV

XYZ file:
```
11
C4H5BS (ωB97M-V/def2-TZVPD)
B 1.9627 0.6163 0.0285
C -0.2819 -1.1038 0.0755
C -1.6361 -1.1320 -0.0034
C -0.7236 1.1708 -0.0719
C 0.2238 0.1830 -0.0614
S -2.3019 0.4718 -0.0306
H 2.8061 -0.0865 -0.4095
H 2.4459 1.6712 0.5556
H 0.4419 -2.0078 0.1524
H -2.2143 -1.9602 -0.0362
H -0.7227 2.1773 -0.1990
```

Results of the Löwdin charge analysis, in e, for atoms 1 through 5: number 1, B, carries 0.1598; number 2, C, carries -0.2139; number 3, C, carries -0.3974; number 4, C, carries -0.4000; number 5, C, carries -0.3353

=====

The following is a quantum chemistry calculation of a structure of composition C36H63Cl2MgN9O8, from OMol25.

Summary:
* E_HOMO: -8.3 eV
* calculated total energy: -98618.4071 eV
* frontier orbital gap: 8.50 eV

XYZ file:
```
119
C36H63Cl2MgN9O8 (ωB97M-V/def2-TZVPD)
Mg -0.4164 -0.0746 0.0367
Cl -3.9095 0.8716 4.1918
O -4.0539 0.4565 5.5714
O -2.6328 1.2708 4.0842
O -4.2462 -0.1908 3.3906
O -4.6831 1.9838 3.8654
Cl 1.5892 5.2739 -0.9485
O 2.9598 5.1009 -1.1396
O 1.3980 5.3461 0.4667
O 0.9799 6.4071 -1.6298
O 0.9327 4.0307 -1.3698
C -3.2999 -4.9193 3.9341
C -2.6994 -4.5576 2.6426
C -3.1461 -5.3964 1.3473
C -2.6890 -4.7441 0.0917
N -2.3820 -4.3366 -0.9534
H -4.3375 -4.6072 3.8152
H -2.9867 -4.3970 4.8381
H -3.3350 -5.9784 4.1894
H -1.6242 -4.6936 2.7581
H -2.9398 -3.5339 2.3553
H -4.2339 -5.3718 1.4120
H -2.7736 -6.4193 1.2927
C 0.8092 2.3442 3.5277
C 2.3359 2.1718 3.3855
C 2.7499 2.3527 1.9606
C 2.0697 1.4026 1.0565
N 1.5509 0.6071 0.4031
H 0.6273 2.6152 4.5677
H 0.2307 1.4236 3.4500
H 0.3903 3.0544 2.8148
H 2.4974 1.2133 3.8787
H 2.8388 2.9565 3.9508
H 3.8339 2.2391 1.9433
H 2.5889 3.3664 1.5938
C 3.5702 2.2127 -5.2439
C 3.9111 2.9297 -3.9152
C 4.2105 2.0466 -2.6896
C 3.3282 0.9539 -2.5794
N 2.6307 0.0302 -2.3829
H 4.4323 1.5679 -5.4147
H 3.6259 2.9233 -6.0685
H 2.6629 1.6099 -5.2834
H 3.0425 3.4705 -3.5394
H 4.8356 3.4946 -4.0344
H 4.2323 2.6061 -1.7544
H 5.2055 1.6016 -2.6803
C 2.4105 -2.7134 -3.9306
C 1.9908 -3.9925 -3.2523
C 1.8434 -3.7370 -1.7334
C 0.9042 -2.7335 -1.2471
N 0.2074 -1.9548 -0.8202
H 3.1613 -2.2000 -3.3300
H 1.6882 -1.9047 -4.0424
H 2.8429 -2.8738 -4.9182
H 2.6462 -4.8235 -3.5132
H 0.9586 -4.1838 -3.5454
H 2.8301 -3.4798 -1.3482
H 1.5979 -4.7011 -1.2881
C -3.0449 1.1698 -4.7838
C -2.2459 2.4556 -4.3633
C -0.8166 2.1186 -3.9765
C -0.6841 1.3712 -2.7540
N -0.5546 0.8298 -1.7749
H -2.8562 0.3752 -4.0619
H -2.7322 0.7998 -5.7602
H -4.1256 1.2977 -4.8465
H -2.7599 2.9971 -3.5691
H -2.3132 3.1128 -5.2303
H -0.3115 3.0558 -3.7429
H -0.1943 1.5261 -4.6473
C -5.0797 -1.9434 -2.5536
C -5.5175 -2.2388 -1.1990
C -5.1079 -1.2841 -0.0861
C -3.7628 -0.9947 -0.0024
N -2.5690 -0.8186 0.1233
H -5.5229 -2.6037 -3.2990
H -3.9945 -2.0144 -2.6270
H -5.4361 -0.9414 -2.7924
H -5.2564 -3.2675 -0.9505
H -6.5956 -2.3644 -1.0996
H -5.4963 -1.6464 0.8657
H -5.3141 -0.2541 -0.3769
C -3.4464 6.0184 0.5091
C -2.5468 4.8688 0.3735
C -2.8584 3.7978 1.4030
C -2.0197 2.6576 1.1324
N -1.3786 1.6980 0.8616
H -4.1913 6.2300 -0.2580
H -2.8359 6.9202 0.5548
H -4.0840 5.8972 1.3848
H -1.5303 5.2574 0.3120
H -2.5702 4.3866 -0.6037
H -3.9337 3.6441 1.3126
H -2.6449 4.1846 2.3994
C 6.8750 -1.0910 1.3890
C 6.5403 -0.9586 -0.0639
C 4.9654 -0.6745 -0.3341
C 4.0601 -1.5671 0.4940
N 3.3419 -2.2500 1.1400
H 6.1300 -0.4485 1.8585
H 7.8717 -0.8444 1.7548
H 6.7409 -2.1121 1.7460
H 6.7455 -1.7919 -0.7359
H 7.1392 -0.1425 -0.4683
H 4.7164 -0.8467 -1.3813
H 4.7874 0.3888 -0.1738
C 0.7916 -3.5881 4.2672
C 0.7456 -2.2169 4.8007
C -0.4612 -1.2920 4.4170
C -0.3220 -1.1300 2.9716
N -0.1965 -1.1131 1.7971
H 1.6796 -4.1466 4.5634
H 0.5922 -3.5839 3.1956
H 0.0372 -4.2548 4.6850
H 1.7228 -1.8395 4.4995
H 0.8203 -2.3266 5.8826
H -0.3321 -0.2735 4.7832
H -1.4222 -1.6119 4.8195
```

Results of the Löwdin charge analysis, in e, for atoms 1 through 5: number 1, Mg, carries 0.2601; number 2, Cl, carries 0.4801; number 3, O, carries -0.3737; number 4, O, carries -0.3490; number 5, O, carries -0.3507